ORCA calculation (ωB97M-V with the def2-TZVPD basis set) on a cluster of 9 separate species, C9H18Cl18 in total.

Values from the calculation:
net charge = 0
total energy = -8637.11753 Ha
LUMO energy = 0.006 Eh
spin multiplicity = 1
Kohn-Sham gap = 0.3931 hartree
energy above the lowest of the compared OMol25 structures with the same formula, charge and spin = 119.8 kJ/mol
structure (SMILES) = ClCCl.ClCCl.ClCCl.ClCCl.ClCCl.ClCCl.ClCCl.ClCCl.ClCCl

Each line ends with the natural charge from an NBO analysis.
Cartesian coordinates (Å):
Cl  0.91559  -1.61959  4.88499  -0.033
C  1.11116  0.08346  5.28611  -0.400
Cl  2.60452  0.16100  6.23852  -0.044
H  1.26959  0.64898  4.36786  0.240
H  0.35359  0.45480  5.97626  0.231
Cl  -2.71538  -4.14614  -2.93993  0.037
C  -1.03302  -4.31401  -2.70572  -0.401
Cl  -0.41224  -3.02895  -1.55084  -0.088
H  -0.60676  -5.28354  -2.44799  0.233
H  -0.53205  -4.12169  -3.65448  0.231
Cl  -4.33198  1.55552  -2.20787  -0.021
C  -4.45694  -0.22834  -2.17581  -0.359
Cl  -3.00329  -0.86305  -1.25982  -0.072
H  -5.34065  -0.48103  -1.58987  0.234
H  -4.41793  -0.62187  -3.19153  0.225
Cl  1.49061  1.95876  -5.21832  0.000
C  1.12149  2.96347  -3.86484  -0.443
Cl  2.44668  3.86944  -3.23209  0.001
H  0.36363  3.65171  -4.23912  0.223
H  0.60801  2.34649  -3.12744  0.218
Cl  1.08388  0.78726  -0.65494  -0.052
C  0.38472  -0.37358  0.55839  -0.389
Cl  -0.31512  0.54612  1.89329  -0.018
H  -0.47016  -0.91727  0.15630  0.229
H  1.04443  -1.12227  0.99691  0.231
Cl  -2.18138  -2.69054  1.93027  -0.061
C  -0.72014  -3.79078  1.82330  -0.378
Cl  -0.61585  -4.73005  3.29214  0.006
H  -0.70847  -4.44804  0.95383  0.227
H  0.08459  -3.06067  1.73689  0.209
Cl  4.68311  2.92855  2.36519  -0.034
C  3.91509  1.57228  1.45865  -0.354
Cl  3.21514  0.42851  2.70396  -0.071
H  3.09132  1.89234  0.82063  0.230
H  4.73111  1.07410  0.93520  0.228
Cl  1.61552  3.77140  4.35331  -0.008
C  0.61328  4.12518  2.95474  -0.410
Cl  -1.07800  4.44772  3.37315  -0.028
H  1.00396  5.03887  2.50680  0.221
H  0.64296  3.36084  2.17821  0.225
Cl  0.08691  -1.08103  -5.08261  -0.080
C  -1.12882  -0.45046  -3.79948  -0.351
Cl  -1.93352  1.07636  -4.26108  -0.036
H  -1.90025  -1.20361  -3.63898  0.223
H  -0.57895  -0.16663  -2.90217  0.228


ORCA calculation (ωB97M-V with the def2-TZVPD basis set) on a cluster of 9 separate species, C9H18Cl18 in total.

Values from the calculation:
net charge = 0
total energy = -8637.15980 Ha
LUMO energy = 0.007 Eh
spin multiplicity = 1
Kohn-Sham gap = 0.4007 hartree
energy above the lowest of the compared OMol25 structures with the same formula, charge and spin = 8.9 kJ/mol
structure (SMILES) = ClCCl.ClCCl.ClCCl.ClCCl.ClCCl.ClCCl.ClCCl.ClCCl.ClCCl

Each line ends with the natural charge from an NBO analysis.
Cartesian coordinates (Å):
Cl  -0.57749  -0.90443  -1.77394  -0.036
C  -0.22686  0.42265  -0.66783  -0.404
Cl  1.49725  0.55315  -0.34230  -0.029
H  -0.58484  1.35252  -1.09593  0.230
H  -0.73045  0.24750  0.27676  0.241
Cl  -1.08276  2.68290  1.80079  -0.049
C  -2.05016  2.96650  3.25177  -0.397
Cl  -2.18924  1.51550  4.22454  0.002
H  -1.55469  3.73474  3.83205  0.225
H  -3.04148  3.27974  2.94988  0.223
Cl  3.69714  -2.67979  1.15561  -0.031
C  3.61136  -2.22017  -0.54376  -0.402
Cl  4.71436  -0.90574  -0.94221  -0.016
H  3.88179  -3.07732  -1.14694  0.222
H  2.60218  -1.88396  -0.74248  0.225
Cl  4.19062  2.13024  2.69439  -0.023
C  2.57829  1.45327  2.92444  -0.402
Cl  2.37309  0.69708  4.50697  -0.028
H  1.85052  2.25055  2.83922  0.220
H  2.42691  0.69240  2.16801  0.228
Cl  -4.35487  -3.72296  -2.78446  -0.019
C  -4.00495  -1.99404  -2.79548  -0.401
Cl  -5.47216  -1.01129  -2.72857  -0.033
H  -3.39794  -1.76479  -1.92743  0.233
H  -3.47181  -1.74415  -3.70482  0.220
Cl  0.14762  -1.25185  2.44369  -0.039
C  -0.06236  -2.83764  3.18176  -0.391
Cl  -1.64274  -3.02046  3.94731  -0.018
H  0.02363  -3.58552  2.40351  0.223
H  0.71643  -2.95691  3.92461  0.227
Cl  -5.24187  -1.20269  2.39727  -0.023
C  -5.24043  -0.34178  0.84380  -0.391
Cl  -3.61056  0.05359  0.31081  -0.041
H  -5.69929  -0.98541  0.10459  0.231
H  -5.80024  0.57594  0.97053  0.222
Cl  4.25027  2.27951  -2.70264  -0.024
C  3.97294  3.09731  -1.16200  -0.397
Cl  5.45693  3.73861  -0.46844  -0.020
H  3.29407  3.91935  -1.34739  0.219
H  3.57055  2.37343  -0.46515  0.222
Cl  0.93581  1.19932  -4.59933  -0.023
C  0.91975  -0.47492  -5.14748  -0.399
Cl  2.44416  -0.95611  -5.89742  -0.021
H  0.74695  -1.10205  -4.28229  0.222
H  0.13460  -0.59180  -5.88403  0.220


ORCA calculation (ωB97M-V with the def2-TZVPD basis set) on a cluster of 2 separate species, C9H18ClFN3O2 in total.

Values from the calculation:
net charge = +1
total energy = -1228.15297 Ha
LUMO energy = -0.096 Eh
spin multiplicity = 1
Kohn-Sham gap = 0.3745 hartree

Each line ends with the natural charge from an NBO analysis.
Cartesian coordinates (Å):
C  -0.77776  -2.24093  -0.47831  -0.682
C  -0.23050  -0.83780  -0.61416  0.320
N  1.27704  -0.61003  -0.00896  0.493
O  1.79944  0.44667  -0.32228  -0.355
O  1.72549  -1.55793  0.66512  -0.359
H  -1.74431  -2.30792  -0.98712  0.235
H  -0.23803  -3.16878  -0.71890  0.257
H  -0.99691  -2.27489  0.58404  0.229
H  -0.07867  -0.45305  -1.64086  0.180
Cl  -4.73059  5.98310  2.63601  0.010
C  -3.52054  5.05760  3.57459  -0.203
N  -2.88528  3.98113  2.76986  -0.222
C  -3.90935  2.93160  2.27999  -0.238
C  -3.19107  1.86399  1.50765  -0.258
N  -1.74387  2.17475  1.51330  -0.387
F  -1.06113  -0.10072  0.05980  -0.317
C  -1.19734  2.14501  2.87068  -0.254
C  -1.87003  3.24694  3.65596  -0.234
C  -1.46866  3.41216  0.79263  -0.254
C  -2.12528  4.54296  1.55224  -0.241
H  -2.76536  5.76729  3.91463  0.245
H  -4.04363  4.62925  4.43293  0.244
H  -4.41060  2.55884  3.18095  0.226
H  -4.65098  3.48538  1.70100  0.245
H  -3.32197  0.89749  1.99871  0.230
H  -3.52003  1.87806  0.46614  0.230
H  -1.44781  1.16932  3.30484  0.230
H  -0.11974  2.32823  2.81230  0.236
H  -1.17194  4.01154  4.02054  0.229
H  -2.43216  2.87417  4.51709  0.228
H  -0.38280  3.56030  0.75418  0.236
H  -1.92626  3.32192  -0.20383  0.228
H  -2.86016  5.09430  0.96579  0.244
H  -1.40673  5.27254  1.94916  0.228


ORCA calculation (ωB97M-V with the def2-TZVPD basis set) on a structure of composition C9H18F5I2OP2Re.

Values from the calculation:
net charge = +3
total energy = -2283.43280 Ha
LUMO energy (spin up / spin down) = -0.551 / -0.541 Eh
spin multiplicity = 4
Kohn-Sham gap (spin up / spin down) = 0.1618 / 0.1595 hartree
⟨S²⟩ = 3.79

Each line ends with the natural charge from an NBO analysis.
Cartesian coordinates (Å):
I  3.08205  3.32595  -0.06317  0.136
I  -1.27743  1.96215  -2.04945  0.414
Re  -0.46577  0.18814  -0.33794  0.284
P  1.21123  -0.54274  -1.70480  1.193
C  0.38288  -1.49092  -3.04465  -0.918
C  2.24807  0.63038  -2.62000  -0.951
H  3.05874  0.09610  -3.14186  0.316
H  3.12019  -2.04042  -1.77053  0.315
H  2.68552  1.34447  -1.89951  0.279
H  3.02579  -1.11024  -0.24241  0.281
H  -0.23430  -0.81773  -3.65479  0.272
H  1.63816  1.20072  -3.32790  0.270
C  2.44792  -1.66939  -0.98620  -0.941
H  1.13972  -1.97560  -3.67572  0.333
H  1.95053  -2.51230  -0.50031  0.291
H  -0.26344  -2.26295  -2.60701  0.283
P  -0.79885  1.47374  1.49046  1.179
C  -2.60835  1.51586  1.80859  -0.905
C  -0.06982  0.96172  3.09265  -0.927
H  0.67720  3.36198  1.15638  0.278
H  -0.51078  3.67029  2.46692  0.311
H  -1.00502  3.76660  0.73669  0.270
C  -0.37850  3.23730  1.46650  -0.957
H  1.01054  0.81683  2.95283  0.278
H  -0.24220  1.74164  3.84763  0.307
H  -2.80864  2.09492  2.71952  0.333
H  -2.98284  0.49279  1.93896  0.283
H  -0.52038  0.02046  3.42041  0.295
H  -3.12230  1.97801  0.95597  0.267
C  -2.26500  -0.48575  -0.76302  0.601
O  -3.33496  -0.77315  -1.12920  -0.229
F  -1.45544  -1.43261  1.94457  -0.336
C  -0.43635  -1.59945  0.96984  0.363
F  0.74832  -1.73004  1.68163  -0.301
C  -0.80243  -3.01222  0.35170  0.907
F  -0.78933  -3.96635  1.32434  -0.257
F  -2.07234  -2.98417  -0.16392  -0.304
F  0.01762  -3.47398  -0.64318  -0.312


ORCA calculation (ωB97M-V with the def2-TZVPD basis set) on a cluster of 2 separate species, C9H18N2O2PS in total.

Values from the calculation:
net charge = +1
total energy = -1352.91194 Ha
LUMO energy = -0.168 Eh
spin multiplicity = 1
Kohn-Sham gap = 0.2123 hartree

Each line ends with the natural charge from an NBO analysis.
Cartesian coordinates (Å):
C  -1.39762  -4.27706  3.79104  -0.604
C  -1.21422  -4.38572  2.28553  -0.523
C  -2.39907  -3.86991  1.54187  0.791
O  -3.43927  -3.55997  2.02803  -0.506
O  -2.24209  -3.82667  0.15724  -0.524
C  -2.23737  -2.54644  -0.39821  -0.080
C  -0.94000  -1.79668  -0.06128  -0.535
S  -0.61789  -0.48297  -1.27835  0.283
P  1.16449  0.55244  -0.41202  1.191
N  0.69975  1.82608  0.30328  -1.190
H  -2.15328  -4.98090  4.12223  0.233
H  -1.73789  -3.28916  4.08594  0.218
H  -0.46458  -4.48527  4.30348  0.222
H  -1.13320  -5.44147  2.01936  0.260
H  -0.29667  -3.91374  1.94045  0.210
H  -3.08535  -1.96046  -0.04133  0.217
H  -2.34434  -2.63690  -1.47530  0.207
H  -0.07606  -2.45391  -0.03379  0.254
H  -0.98690  -1.25238  0.88089  0.257
H  -0.21719  -1.12202  -2.39417  0.196
H  1.77931  -0.45179  0.35185  -0.001
H  1.95046  0.79113  -1.54326  0.006
H  0.84458  1.83033  1.30653  0.420
N  1.87717  4.09608  -1.82518  -0.515
C  2.23596  4.49347  -3.08908  -0.089
C  2.35204  5.85498  -3.07896  -0.293
C  2.05408  6.29712  -1.75994  -0.282
C  1.76535  5.19118  -1.01033  -0.080
H  1.71789  3.15215  -1.53344  0.386
H  2.37835  3.77844  -3.88128  0.204
H  2.62089  6.46934  -3.92086  0.230
H  2.05211  7.31339  -1.40543  0.228
H  1.49055  5.08729  0.02449  0.211


ORCA calculation (ωB97M-V with the def2-TZVPD basis set) on the molecule C9H18N2O3.

Values from the calculation:
net charge = 0
total energy = -688.99536 Ha
LUMO energy = 0.017 Eh
spin multiplicity = 1
Kohn-Sham gap = 0.3628 hartree
energy above the lowest of the compared OMol25 structures with the same formula, charge and spin = 48.0 kJ/mol
structure (SMILES) = CC[C@H](C)[C@H](NC(=O)[C@H](C)N)C(=O)O

Each line ends with the natural charge from an NBO analysis.
Cartesian coordinates (Å):
C  3.67993  -1.51676  -1.06357  -0.606
C  2.34176  -0.68794  -0.97621  -0.408
C  1.76339  -0.73173  0.41168  -0.209
C  1.15036  -2.09034  0.79509  -0.608
C  0.68257  0.39556  0.55372  -0.166
N  -0.50875  0.16890  -0.28458  -0.637
C  -1.63279  -0.38702  0.25421  0.681
O  -1.69703  -1.02555  1.28917  -0.626
C  -2.84096  -0.19967  -0.62913  -0.146
C  -3.38294  1.20705  -0.45454  -0.593
N  -3.90597  -1.09724  -0.33189  -0.833
C  1.29939  1.75377  0.40356  0.785
O  2.22440  2.13075  1.04922  -0.586
O  0.76870  2.45868  -0.57420  -0.683
H  4.23625  -1.26181  -1.98847  0.211
H  3.52958  -2.56993  -1.06000  0.206
H  4.36526  -1.36495  -0.19552  0.206
H  2.48802  0.32571  -1.28695  0.197
H  1.65840  -1.05344  -1.79243  0.205
H  2.49181  -0.53884  1.17968  0.223
H  1.90127  -2.94444  0.73308  0.211
H  0.31427  -2.33059  0.10518  0.211
H  0.82272  -2.06475  1.86191  0.225
H  0.38974  0.32307  1.65108  0.259
H  -0.60980  0.72682  -1.13293  0.416
H  -2.45215  -0.34624  -1.66136  0.189
H  -3.65356  1.38288  0.59167  0.216
H  -2.55994  1.93212  -0.71081  0.191
H  -4.25214  1.32747  -1.07974  0.226
H  -3.82270  -1.44107  0.64135  0.384
H  -3.86627  -1.89196  -0.89762  0.358
H  1.18958  3.31992  -0.52528  0.503


ORCA calculation (ωB97M-V with the def2-TZVPD basis set) on the molecule C9H18N2O3.

Values from the calculation:
net charge = 0
total energy = -689.00029 Ha
LUMO energy = 0.019 Eh
spin multiplicity = 1
Kohn-Sham gap = 0.3706 hartree
energy above the lowest of the compared OMol25 structures with the same formula, charge and spin = 35.1 kJ/mol
structure (SMILES) = CC(C)C[C@H](NC(=O)[C@H](C)N)C(=O)O

Each line ends with the natural charge from an NBO analysis.
Cartesian coordinates (Å):
C  -2.25091  -2.81110  -0.94683  -0.600
C  -1.94463  -1.38164  -0.55911  -0.227
C  -3.22163  -0.54352  -0.38144  -0.612
C  -1.05158  -1.43440  0.68813  -0.411
C  -0.59424  -0.06725  1.21075  -0.150
N  -0.22989  0.92377  0.21192  -0.618
C  0.92076  0.79257  -0.50805  0.670
O  1.60659  -0.22651  -0.45453  -0.645
C  1.29769  1.91119  -1.53752  -0.126
C  0.77531  1.46442  -2.93317  -0.604
N  2.76462  2.04950  -1.66473  -0.813
C  0.53097  -0.25034  2.22670  0.798
O  0.85082  -1.30535  2.66028  -0.570
O  0.99761  0.94015  2.62143  -0.678
H  -2.86298  -3.27233  -0.15116  0.203
H  -1.26711  -3.38698  -1.00534  0.214
H  -2.68695  -2.91186  -1.94215  0.212
H  -1.39287  -0.88697  -1.36498  0.199
H  -3.06550  0.51454  -0.13863  0.196
H  -3.87861  -1.05499  0.35235  0.204
H  -3.82966  -0.55886  -1.33463  0.213
H  -1.52895  -1.99663  1.49754  0.218
H  -0.13389  -1.99011  0.44541  0.245
H  -1.40408  0.47614  1.71723  0.222
H  -0.86112  1.71108  0.12067  0.407
H  0.83345  2.85938  -1.20426  0.190
H  -0.26538  1.35391  -2.92697  0.200
H  0.92670  2.23579  -3.68910  0.222
H  1.26102  0.51935  -3.19005  0.221
H  3.16795  1.10398  -1.62925  0.374
H  3.09771  2.44483  -0.77384  0.350
H  1.73657  0.68102  3.21265  0.496